{"formula": "C21H44CuN3OP2", "method": "the ωB97M-V functional and the def2-TZVPD basis", "species": ["Cu", "P", "P", "N", "C", "H", "H", "C", "H", "H", "C", "H", "H", "C", "H", "H", "C", "C", "H", "H", "H", "C", "C", "H", "H", "H", "C", "C", "H", "H", "H", "C", "C", "H", "H", "H", "C", "O", "C", "H", "H", "H", "C", "H", "H", "H", "C", "H", "H", "H", "C", "H", "H", "H", "H", "H", "H", "H", "H", "H", "C", "N", "C", "C", "N", "C", "H", "H", "H", "H", "H", "H"], "xyz": [[0.180768, -0.123784, 0.218269], [0.200783, -1.915647, -1.604502], [0.381900, 2.137253, 0.280579], [0.546191, 0.992861, -2.668703], [1.153095, -1.379567, -3.075647], [2.039240, -2.022414, -3.092818], [0.530512, -1.622807, -3.945602], [1.585728, 0.088697, -3.179947], [2.537698, 0.256185, -2.641126], [1.721524, 0.345825, -4.249364], [0.971252, 2.384775, -2.512045], [0.098277, 3.017014, -2.732368], [1.765728, 2.575489, -3.251333], [1.493758, 2.687032, -1.102947], [1.636956, 3.778034, -1.027947], [2.493513, 2.231071, -0.963062], [1.285005, 3.007558, 1.647455], [2.261120, 2.042415, 2.349887], [3.102359, 1.759199, 1.703439], [1.762153, 1.128050, 2.695621], [2.661913, 2.551780, 3.236170], [-1.130620, 3.155108, -0.065727], [-2.319351, 2.824981, 0.853630], [-3.238861, 2.936024, 0.260959], [-2.391611, 3.518520, 1.703807], [-2.293741, 1.794526, 1.225068], [-1.381309, -2.587048, -2.238725], [-2.121178, -3.402537, -1.178669], [-3.059220, -3.727261, -1.645854], [-2.361989, -2.815513, -0.291122], [-1.582024, -4.310994, -0.878955], [1.223118, -3.306743, -0.997842], [0.944395, -3.791484, 0.427820], [1.678825, -4.571770, 0.669544], [-0.050090, -4.243023, 0.536100], [1.051488, -3.001343, 1.169645], [1.927142, -0.367414, 0.162108], [3.078970, -0.332364, 0.105095], [-0.814083, 4.669041, -0.162634], [0.221922, 4.931242, 0.096874], [-0.985740, 5.003563, -1.197025], [-1.484917, 5.243677, 0.489713], [-1.215798, -3.327172, -3.573335], [-1.902409, -4.176201, -3.602710], [-1.494213, -2.658553, -4.393541], [-0.212777, -3.713179, -3.778487], [1.305863, -4.523791, -1.932334], [1.996532, -5.246351, -1.481209], [0.353129, -5.044078, -2.073142], [1.721008, -4.286076, -2.915388], [0.397996, 3.741892, 2.643434], [-0.413397, 3.124429, 3.038040], [1.016806, 4.034770, 3.497026], [-0.039741, 4.653529, 2.228500], [1.903813, 3.758200, 1.134608], [2.224720, -2.846904, -0.998504], [-1.415206, 2.811247, -1.077617], [-1.971991, -1.677406, -2.431700], [-0.284600, 0.933973, -3.246657], [-0.278358, -0.488392, -1.345130], [-1.541580, 0.221148, 5.252012], [-1.407725, -0.371421, 3.934051], [-1.825709, -1.641538, 3.550946], [-1.471774, -1.787325, 2.237629], [-0.854477, -0.613748, 1.828430], [-0.843057, 0.216737, 2.872367], [-2.601615, 0.276623, 5.514219], [-0.999178, -0.381712, 5.985664], [-1.121652, 1.233945, 5.259744], [-2.310265, -2.309389, 4.247014], [-1.616722, -2.663022, 1.614979], [-0.418194, 1.211554, 2.883289]], "atomic_forces_ev_per_a": [[-1.500, -0.153, 0.480], [0.072, 0.291, 0.838], [-0.280, 1.446, -0.727], [0.303, 0.278, 0.150], [0.117, 0.001, -0.132], [-0.117, 0.079, -0.302], [0.266, -0.028, 0.121], [-0.457, 0.518, -0.133], [-0.524, 0.046, -0.199], [0.532, -0.353, 0.328], [-0.100, -0.489, -0.276], [0.403, -0.020, 0.003], [-0.170, 0.487, 0.133], [0.204, 0.081, -0.223], [0.035, -0.360, 0.045], [-0.435, 0.116, 0.067], [0.445, -0.062, -0.102], [-0.027, 0.193, 0.139], [-0.263, 0.039, 0.190], [0.151, 0.122, -0.079], [0.078, -0.179, -0.203], [0.361, 0.146, -0.171], [-0.251, 0.173, -0.190], [0.125, -0.008, 0.333], [0.111, -0.272, -0.198], [-0.012, 0.153, -0.086], [0.161, 0.368, 0.225], [-0.265, -0.375, -0.367], [0.029, -0.004, 0.318], [0.018, -0.001, -0.111], [-0.089, 0.281, -0.129], [0.626, -1.523, -0.405], [-0.003, -0.126, -0.015], [-0.173, 0.175, 0.009], [0.248, 0.134, -0.039], [-0.089, 0.110, 0.002], [4.494, -0.517, 0.156], [-1.846, -0.176, -0.126], [-0.314, 0.102, -0.425], [-0.377, -0.087, -0.074], [0.089, 0.096, 0.367], [0.197, -0.080, -0.192], [-0.257, -0.089, -0.318], [0.040, 0.020, -0.067], [0.101, -0.191, -0.005], [-0.278, 0.120, 0.111], [0.441, -0.461, 0.097], [-0.073, -0.031, -0.112], [0.090, 0.180, 0.099], [-0.141, 0.058, 0.046], [0.001, 0.107, 0.372], [0.009, 0.117, -0.027], [-0.107, 0.052, -0.028], [0.016, -0.268, 0.093], [-0.141, -0.066, 0.202], [-0.158, -0.021, 0.062], [0.157, -0.013, 0.389], [0.093, -0.240, 0.110], [0.156, -0.018, 0.011], [-1.272, 0.573, -0.694], [-0.132, 0.070, 0.326], [-0.171, -0.380, -0.124], [0.275, 0.467, 0.012], [0.113, 0.706, 0.737], [-0.346, -0.167, 0.404], [-0.173, -1.180, -0.552], [0.208, 0.001, 0.083], [-0.159, 0.098, -0.081], [-0.105, -0.297, -0.147], [0.042, 0.094, -0.087], [0.163, 0.426, 0.055], [-0.163, -0.288, 0.038]], "mulliken_spin": [0.032, 0.106, 0.016, 0.047, 0.018, -0.004, 0.005, -0.005, -0.003, -0.001, 0.004, -0.002, 0.001, 0.004, 0.000, -0.002, 0.013, 0.002, -0.001, 0.000, 0.000, 0.008, -0.001, 0.000, 0.000, 0.003, 0.002, 0.052, 0.001, -0.014, -0.005, 0.076, 0.045, 0.001, -0.004, -0.012, 0.053, 0.016, 0.001, 0.001, 0.001, 0.000, 0.014, 0.000, -0.002, -0.001, 0.027, 0.001, 0.004, -0.002, 0.000, 0.000, 0.000, 0.000, 0.002, 0.022, -0.002, -0.027, -0.018, 0.503, 0.000, 0.000, 0.007, 0.014, 0.021, 0.000, 0.000, 0.000, 0.000, 0.000, -0.013, -0.003], "e_above_lowest_kcal_mol": 0.0, "s2": 0.7553, "gap_ev": [5.61, 9.03], "max_force_ha_per_bohr": 0.088, "e_tot_ha": -3388.9665, "e_homo_ha": [-0.2716, -0.3961], "total_charge": 1, "multiplicity": 2}